46
Properties=species:S:1:pos:R:3 method="wB97M-V/def2-TZVPD" fmax_ev_per_a=4.12 gap_ev=5.5 total_charge=-2 homo_energy_ev=-1.33 total_energy_ev=-59652.916
Ca 20.01398 21.30017 23.27214
O 20.88985 23.29718 22.91276
H 20.14996 23.89107 23.03578
O 18.96786 21.52813 25.23476
H 18.67463 21.67193 26.13498
N 21.42388 21.47048 19.53949
O 21.39560 20.59117 18.66469
O 21.98133 22.58615 19.51817
O 20.86585 21.20642 20.66913
N 23.35671 20.78679 22.95752
O 22.25211 20.75738 23.55506
O 23.74279 21.78190 22.34385
O 24.11168 19.79081 23.10827
C 16.51821 26.16748 20.72572
C 16.59016 24.73883 20.24236
C 17.78641 24.28809 19.40776
O 18.59557 23.56823 20.37227
C 17.78574 23.11372 21.33260
O 18.03454 22.30360 22.17225
O 16.68508 23.89994 21.37507
H 16.36828 26.91486 19.93770
H 17.43185 26.60035 21.13947
H 15.72240 26.36936 21.44160
H 15.74269 24.39492 19.64447
H 18.43958 25.13359 19.18317
H 17.45491 23.92004 18.43768
N 18.58849 24.49713 25.04798
C 18.47770 25.38423 23.98911
C 17.99978 26.56871 24.54370
C 17.79122 26.33982 25.92335
C 18.03836 25.04721 26.16724
H 18.96424 23.54147 24.93936
H 18.94794 25.16744 23.04622
H 17.74773 27.54400 24.15201
H 17.51191 26.97551 26.75297
H 17.98340 24.46770 27.07582
N 20.15328 18.79530 21.96570
C 18.84774 19.17206 21.75981
C 18.16896 19.12758 23.02052
C 19.13808 18.67434 23.91559
C 20.34878 18.60519 23.31653
H 20.80134 18.62644 21.21461
H 18.46202 19.37216 20.77479
H 17.18856 19.31340 23.42736
H 18.99208 18.49713 24.96968
H 21.33323 18.34213 23.66663